[1]
A structure of composition C6H14N4 at a distorted geometry, computed with ωB97M-V/def2-TZVPD.

The geometry in XYZ format:
```
24
Properties=species:S:1:pos:R:3:lowdin_charge:R:1
N -0.62 1.53 1.04 0.28
N -4.13 -5.59 -8.12 0.31
N 0.81 -0.33 0.69 0.19
N -0.75 3.79 1.58 0.23
C 2.04 0.33 3.59 -0.09
C 0.56 0.80 1.31 -0.27
C -0.27 2.62 1.68 -0.40
C 0.96 2.62 2.65 -0.03
C 1.73 1.31 2.59 -0.30
C 3.10 0.69 2.54 -0.04
H 1.64 3.45 2.34 0.15
H -1.67 3.93 1.14 0.16
H 1.78 -0.77 0.90 0.16
H 1.66 -0.75 3.60 0.14
H 2.09 0.78 4.66 0.16
H -3.11 -5.49 -8.19 0.16
H -0.41 4.58 2.26 0.21
H -4.38 -5.12 -7.25 0.16
H -4.78 -5.29 -8.82 0.15
H 0.54 2.72 3.65 0.13
H 0.27 -0.50 -0.15 0.13
H 3.96 1.36 2.66 0.13
H 3.20 0.03 1.75 0.06
H -4.24 -6.68 -8.11 0.22
```

* lowest unoccupied orbital energy (spin up / spin down): -5.948 / -9.261 eV
* HOMO-LUMO gap (spin up / spin down): 4.759 / 6.064 eV
* ⟨S²⟩: 2.01
* spin multiplicity: 3
* charge: +2
* energy relative to the best compared isomer or geometry (same formula, charge and spin): 41.9 kcal/mol

---

[2]
The molecule C4H8N2O at a distorted geometry, computed with ωB97M-V/def2-TZVPD.

The geometry in XYZ format:
```
15
Properties=species:S:1:pos:R:3:lowdin_charge:R:1
O -2.31 0.84 0.42 0.06
N 1.48 -0.98 -0.95 0.14
N -0.53 0.22 -0.84 0.08
C -1.46 0.02 0.18 -0.56
C 1.68 1.34 -0.06 -0.03
C 1.04 0.11 -0.58 -0.42
C -1.32 -1.28 0.93 0.00
H 1.19 1.63 0.86 0.09
H -0.75 1.11 -1.29 0.12
H -1.84 -2.06 0.37 0.09
H -0.28 -1.58 1.04 0.07
H 1.57 2.15 -0.78 0.09
H 2.73 1.13 0.11 0.09
H 0.59 -1.47 -1.30 0.10
H -1.80 -1.18 1.90 0.08
```

* lowest unoccupied orbital energy: 0.803 eV
* HOMO-LUMO gap: 10.524 eV
* SMILES: [H]/N=C(/C)NC(C)=O
* charge: 0
* energy relative to the best compared isomer or geometry (same formula, charge and spin): 33.2 kcal/mol

---

[3]
A cluster of 2 separate species, C6H10O in total at a distorted geometry, computed with ωB97M-V/def2-TZVPD.

The geometry in XYZ format:
```
17
Properties=species:S:1:pos:R:3:lowdin_charge:R:1
O 0.29 -2.15 -0.81 0.01
C 2.08 -0.72 1.77 0.05
C -0.04 -0.92 -0.33 -0.29
C -0.30 0.38 -0.97 -0.12
C -2.44 -0.23 0.70 -0.04
C 0.34 1.31 -1.96 -0.04
C -1.21 -0.13 -0.11 -0.13
H -2.66 -1.17 0.94 0.02
H -2.50 0.42 1.64 0.11
H 0.27 2.32 -1.64 0.06
H 2.45 -1.16 0.80 0.00
H -0.40 1.21 -2.83 0.11
H 2.18 -1.41 2.54 -0.05
H -3.30 0.30 0.13 0.11
H 2.07 0.42 1.82 0.02
H 0.39 -2.00 -1.77 0.10
H 1.33 0.85 -1.98 0.08
```

* lowest unoccupied orbital energy (spin up / spin down): 0.897 / 0.173 eV
* HOMO-LUMO gap (spin up / spin down): 6.347 / 9.582 eV
* ⟨S²⟩: 2.01
* spin multiplicity: 3
* charge: 0
* energy relative to the best compared isomer or geometry (same formula, charge and spin): 51.9 kcal/mol

---

[4]
A structure of composition C16H31F3O3P2SSr at a distorted geometry, computed with ωB97M-V/def2-TZVPD.

The geometry in XYZ format:
```
57
Properties=species:S:1:pos:R:3:lowdin_charge:R:1
Sr -0.96 0.22 0.43 1.55
S -3.32 -1.08 1.32 0.51
P -0.59 0.69 -5.49 0.96
P 2.72 1.67 -4.47 0.62
F -1.11 -0.88 2.76 -0.02
F -2.06 -2.88 2.86 0.15
F -2.92 -1.19 3.99 0.16
O -3.14 0.40 1.31 -0.48
O -4.64 -1.59 1.46 -0.23
O -2.46 -1.65 0.24 -0.47
C -0.05 0.35 -2.96 -0.23
C -2.19 1.39 -5.04 -0.17
C 2.02 -0.09 -4.34 -0.36
C 1.56 2.43 -3.21 -0.36
C 4.51 1.11 -4.52 -0.18
C 2.87 0.45 -1.99 -0.21
C 0.48 1.97 -6.22 -0.30
C 2.62 -0.66 -3.05 -0.20
C 3.43 3.49 -4.67 -0.22
C 0.18 1.88 -2.82 -0.20
C -2.36 -1.56 2.83 -0.56
C -0.95 -0.46 -6.85 -0.18
C 1.36 1.25 1.10 -0.36
C 2.73 1.87 -2.52 -0.34
C 0.47 -0.19 -4.34 -0.34
C 1.99 1.74 -6.18 -0.31
H -1.63 -1.25 -6.51 0.07
H 3.58 -1.13 -3.29 0.10
H 3.84 3.86 -3.72 0.04
H 5.04 1.63 -5.33 0.03
H 4.24 3.50 -5.41 0.02
H -0.05 2.23 -1.80 0.09
H -0.56 2.41 -3.43 0.06
H 1.51 3.53 -3.30 0.11
H 1.93 1.77 0.32 -0.08
H 4.64 0.03 -4.69 0.03
H 3.47 2.57 -2.15 0.09
H 0.21 2.94 -5.76 0.10
H 1.91 0.34 1.39 -0.08
H 2.41 -0.63 -5.22 0.11
H 2.28 0.82 -6.71 0.08
H -2.75 0.72 -4.37 0.07
H -2.78 1.52 -5.95 0.07
H 0.21 -1.26 -4.42 0.12
H -1.12 0.15 -2.85 0.08
H 0.16 2.04 -7.26 0.09
H -2.11 2.38 -4.56 0.06
H 1.98 -1.47 -2.66 0.10
H 0.42 -0.19 -2.14 0.07
H 2.64 4.17 -5.02 0.03
H 3.91 0.33 -1.61 0.11
H -1.44 0.10 -7.66 0.06
H -0.02 -0.92 -7.22 0.07
H 2.50 2.56 -6.71 0.08
H 1.34 1.92 1.98 -0.08
H 5.01 1.38 -3.58 0.06
H 2.24 0.30 -1.09 0.04
```

* lowest unoccupied orbital energy: -0.424 eV
* HOMO-LUMO gap: 4.604 eV
* charge: 0
* energy relative to the best compared isomer or geometry (same formula, charge and spin): 52.5 kcal/mol

---

- The highest energy relative to the best compared isomer or geometry (same formula, charge and spin) belongs to which entry?
  C16H31F3O3P2SSr

---

- What is the charge in the fourth record?
  0

---

- Among the records above, which one has the lowest energy relative to the best compared isomer or geometry (same formula, charge and spin)?
  C4H8N2O